Entry 1:
Formula: C20H29FN2O6P2Ru
Source: OMol25
Level of theory: ωB97M-V with the def2-TZVPD basis set

The calculation puts the strongest force on any atom at 0.025 Eh/bohr. The value obtained for the total energy is -2217.5569 Ha. As for the net charge: +2. Its gap between HOMO and LUMO (alpha / beta) is 6.47 / 6.47 eV.

Last column: natural (NBO) charge in e.
Element x y z (Å)
Ru (-0.7526, -0.8480, -0.3714)  1.006
C (1.0271, 2.6688, -1.3651)  -0.591
C (1.7531, 1.8601, -0.2781)  -0.278
C (2.9518, 2.6515, 0.2546)  -0.597
C (2.1505, 0.5277, -0.8697)  0.114
C (3.0667, 0.5153, -1.9082)  -0.238
C (3.4267, -0.6641, -2.5370)  -0.059
C (2.8444, -1.8735, -2.1759)  -0.231
C (1.9151, -1.9423, -1.1597)  0.081
C (1.2763, -3.2789, -0.8570)  -0.271
C (-0.2028, -3.1872, -1.1995)  -0.577
C (1.5195, -3.8089, 0.5576)  -0.607
C (1.5711, -0.7299, -0.4821)  0.000
N (0.7680, -0.7919, 0.6873)  -0.202
C (1.1755, -0.4536, 1.9340)  0.071
C (2.5233, -0.1699, 2.2534)  -0.152
C (2.8709, 0.1031, 3.5483)  -0.220
C (1.8932, 0.0973, 4.5535)  -0.057
C (0.5683, -0.2054, 4.2817)  -0.283
C (0.2187, -0.4862, 2.9805)  0.487
F (-1.0168, -0.8221, 2.6747)  -0.268
H (0.6357, 3.5937, -0.9439)  0.239
H (0.1921, 2.1074, -1.7839)  0.210
H (1.7083, 2.9302, -2.1753)  0.214
H (1.0546, 1.6994, 0.5405)  0.224
H (3.6483, 2.9117, -0.5425)  0.217
H (3.5024, 2.1053, 1.0202)  0.207
H (2.5975, 3.5831, 0.6939)  0.236
H (3.5091, 1.4454, -2.2358)  0.246
H (4.1606, -0.6429, -3.3325)  0.248
H (3.1223, -2.7771, -2.7014)  0.244
H (1.7249, -3.9867, -1.5563)  0.246
H (-0.7655, -2.7095, -0.3309)  0.203
H (-0.7096, -4.1538, -1.1405)  0.281
H (-0.4028, -2.7602, -2.1810)  0.262
H (0.9349, -3.2681, 1.3035)  0.199
H (2.5735, -3.7376, 0.8246)  0.234
H (1.2344, -4.8589, 0.6091)  0.244
H (3.2655, -0.2050, 1.4670)  0.244
H (3.9002, 0.3088, 3.8053)  0.256
H (2.1828, 0.3173, 5.5726)  0.252
H (-0.1827, -0.2349, 5.0586)  0.266
N (-3.9644, 1.8175, -2.0441)  -0.708
C (-3.7745, 1.0613, -0.7412)  -0.630
C (-5.0592, 1.0971, 0.0757)  -0.641
P (-3.2165, -0.6227, -1.1232)  2.371
O (-4.4750, -1.2933, -1.7595)  -0.981
O (-2.0015, -0.5176, -2.0480)  -1.034
O (-2.6936, -1.3116, 0.1386)  -0.965
P (-2.3370, 1.9934, 0.0858)  2.415
O (-2.8315, 2.3217, 1.5530)  -0.981
O (-2.2133, 3.1975, -0.7707)  -1.110
O (-1.1723, 1.0398, 0.2718)  -1.062
H (-4.9477, 1.9889, -2.2576)  0.443
H (-3.5287, 1.3472, -2.8419)  0.448
H (-3.4334, 2.7218, -1.8880)  0.494
H (-5.8732, 0.5969, -0.4508)  0.239
H (-5.3472, 2.1277, 0.2888)  0.242
H (-4.9077, 0.5996, 1.0321)  0.270
H (-4.6080, -2.2485, -1.6997)  0.554
H (-3.0499, 3.2537, 1.6860)  0.534


Entry 2:
Formula: C20H29O4Os
Source: OMol25
Level of theory: ωB97M-V with the def2-TZVPD basis set

The calculation puts the strongest force on any atom at 0.126 Eh/bohr. The spin multiplicity is 5. The calculation puts the relative energy (zero: lowest compared OMol25 entry of this formula, charge and spin) at 0.0 kJ/mol. The value obtained for the total energy is -1170.5452 Ha. As for the net charge: +1. Its gap between HOMO and LUMO (alpha / beta) is 6.38 / 4.38 eV.

Last column: natural (NBO) charge in e.
Element x y z (Å)
O (-0.2024, 0.0253, -5.8944)  -0.586
C (-0.2219, 1.2850, -6.7189)  -0.072
C (0.1174, 0.5943, -8.0300)  -0.469
H (0.5559, 2.0002, -6.4070)  0.182
H (-1.2207, 1.7512, -6.6824)  0.195
C (0.0737, -0.6770, -7.1430)  0.281
H (1.0985, 0.8809, -8.4225)  0.220
H (-0.6777, 0.6211, -8.7804)  0.223
C (1.3991, -1.3981, -7.0695)  -0.633
H (2.1453, -0.7547, -6.5853)  0.218
H (1.7297, -1.6683, -8.0820)  0.230
H (1.2385, -2.3193, -6.4977)  0.209
C (-1.0755, -1.5647, -7.6022)  -0.628
H (-2.0327, -1.0255, -7.5698)  0.219
H (-1.1169, -2.4631, -6.9782)  0.211
H (-0.8776, -1.8741, -8.6395)  0.225
Os (-0.4759, -0.7248, -0.9380)  0.932
C (-2.0532, -0.9536, 0.4975)  -0.313
C (-1.6714, 0.4160, 0.5188)  -0.236
C (-1.9688, 0.9574, -0.7602)  -0.262
H (-1.2481, 0.9561, 1.3590)  0.266
C (-2.4869, -0.0805, -1.5820)  -0.266
C (-2.5398, -1.2632, -0.8033)  -0.257
H (-2.8910, -2.2344, -1.1425)  0.266
H (-2.0152, -1.6265, 1.3395)  0.260
H (-1.8442, 1.9933, -1.0517)  0.267
H (-2.7804, 0.0242, -2.6230)  0.272
C (0.5605, -1.8434, 0.5718)  -0.305
C (-0.0838, -2.7175, -0.3601)  -0.267
C (0.5061, -2.5240, -1.6353)  -0.275
H (-0.8684, -3.4336, -0.1494)  0.261
C (1.5195, -1.5329, -1.4951)  -0.283
C (1.5615, -1.1294, -0.1297)  -0.204
H (2.2339, -0.3907, 0.2884)  0.269
H (0.3497, -1.7560, 1.6317)  0.263
H (0.2233, -3.0190, -2.5542)  0.268
H (2.1512, -1.1663, -2.2879)  0.259
O (2.2050, 1.4945, -4.8177)  -0.290
C (1.3285, 0.8375, -3.8704)  -0.110
C (0.0370, 1.6432, -3.7580)  -0.432
H (1.7886, 0.8865, -2.8578)  0.276
H (1.2166, -0.2097, -4.1777)  0.249
C (0.5507, 3.0756, -3.9493)  -0.462
H (-0.4084, 1.5433, -2.7704)  0.240
H (-0.6801, 1.3570, -4.5258)  0.247
C (1.9446, 2.9244, -4.5789)  -0.113
H (0.6327, 3.5443, -2.9667)  0.260
H (-0.1506, 3.6501, -4.5718)  0.227
H (2.7061, 3.3039, -3.8807)  0.240
H (1.9816, 3.4601, -5.5409)  0.221
O (1.7739, 3.4136, -0.9940)  -0.605
C (1.3159, 2.4212, -0.4178)  0.623
O (0.8518, 1.3609, -1.0020)  -0.643
H (1.2911, 2.3962, 0.7015)  0.131


Entry 3:
Formula: C20H30BClNO5Ti
Source: OMol25
Level of theory: ωB97M-V with the def2-TZVPD basis set

The calculation puts the strongest force on any atom at 0.075 Eh/bohr. The spin multiplicity is 2. The calculation puts the relative energy (zero: lowest compared OMol25 entry of this formula, charge and spin) at 71.2 kJ/mol. The value obtained for the total energy is -2545.5982 Ha. As for the net charge: 0. Its gap between HOMO and LUMO (alpha / beta) is 6.35 / 8.14 eV.

Last column: natural (NBO) charge in e.
Element x y z (Å)
Ti (-0.4730, 0.0380, -1.7422)  1.260
O (-1.2598, -0.6623, -3.8989)  -0.690
C (-0.9999, -2.0601, -3.8273)  -0.103
C (0.4159, -2.2128, -3.3426)  0.166
C (1.2858, -3.1424, -3.8616)  -0.228
C (2.5779, -3.2483, -3.3491)  -0.165
C (2.9364, -2.3567, -2.3284)  -0.245
C (2.0248, -1.4542, -1.8538)  0.059
N (0.7420, -1.3561, -2.3234)  -0.519
H (-2.2143, -0.5194, -3.9824)  0.511
H (-1.1342, -2.5255, -4.8137)  0.197
H (-1.6843, -2.5431, -3.1067)  0.198
H (0.9588, -3.7966, -4.6551)  0.224
H (3.2804, -3.9717, -3.7271)  0.223
H (3.9309, -2.3817, -1.9058)  0.230
H (2.2985, -0.7602, -1.0676)  0.244
C (0.4018, 2.5468, 2.2780)  -0.624
C (0.9287, 2.7926, 0.8686)  0.251
C (0.8427, 4.2850, 0.5307)  -0.632
O (0.0859, 2.0925, -0.0591)  -0.727
B (0.8515, 1.5183, -1.0572)  0.651
O (2.1892, 1.6773, -0.7679)  -0.745
C (2.3378, 2.1791, 0.5665)  0.239
C (2.6587, 0.9627, 1.4509)  -0.633
C (3.4989, 3.1678, 0.6251)  -0.623
H (-0.5938, 2.9768, 2.3585)  0.222
H (1.0516, 3.0110, 3.0168)  0.207
H (0.3170, 1.4811, 2.4680)  0.223
H (-0.2042, 4.5767, 0.5563)  0.230
H (1.2148, 4.4655, -0.4749)  0.215
H (1.3997, 4.8886, 1.2434)  0.206
H (1.8633, 0.2188, 1.3701)  0.226
H (2.7867, 1.2603, 2.4882)  0.211
H (3.5829, 0.5067, 1.0986)  0.210
H (3.3914, 3.9549, -0.1146)  0.221
H (4.4300, 2.6422, 0.4255)  0.215
H (3.5597, 3.6144, 1.6140)  0.209
Cl (-3.1883, -0.9072, -1.5287)  -0.009
C (-3.5554, 0.6508, -0.7996)  -0.498
C (-2.6676, 1.7667, -1.4507)  0.800
O (-2.9729, 2.9186, -1.2440)  -0.597
O (-1.7219, 1.3272, -2.1796)  -0.741
H (-3.3250, 0.5878, 0.2670)  0.246
H (-4.6079, 0.8796, -0.9590)  0.242
C (-3.2697, -2.1071, 2.1775)  -0.588
C (-1.7585, -1.8674, 2.3105)  -0.139
C (-1.4736, -0.8451, 3.4196)  -0.586
C (-1.0552, -3.1947, 2.6172)  -0.584
C (-1.2155, -1.3306, 1.0575)  -0.044
C (-0.7014, -0.9024, 0.0449)  -0.500
H (-3.6515, -2.5890, 3.0770)  0.206
H (-3.4812, -2.7492, 1.3244)  0.214
H (-3.8085, -1.1721, 2.0357)  0.206
H (-1.9462, -1.1417, 4.3549)  0.205
H (-1.8445, 0.1389, 3.1347)  0.215
H (-0.3996, -0.7648, 3.5791)  0.210
H (-1.3685, -3.5811, 3.5854)  0.202
H (0.0233, -3.0525, 2.6252)  0.213
H (-1.2907, -3.9308, 1.8515)  0.210


Entry 4:
Formula: C20H30BClNO5Ti
Source: OMol25
Level of theory: ωB97M-V with the def2-TZVPD basis set

The calculation puts the strongest force on any atom at 0.055 Eh/bohr. The spin multiplicity is 2. The calculation puts the relative energy (zero: lowest compared OMol25 entry of this formula, charge and spin) at 0.0 kJ/mol. The value obtained for the total energy is -2545.6253 Ha. As for the net charge: 0. Its gap between HOMO and LUMO (alpha / beta) is 6.63 / 8.11 eV.

Last column: natural (NBO) charge in e.
Element x y z (Å)
Ti (0.2451, -0.0990, 0.6066)  1.335
O (-0.5365, 1.3788, -1.3772)  -0.696
C (-1.2386, 0.2945, -1.9942)  -0.119
C (-0.2030, -0.7641, -2.2076)  0.187
C (0.0199, -1.3547, -3.4309)  -0.229
C (1.0399, -2.2871, -3.5716)  -0.160
C (1.8126, -2.5701, -2.4522)  -0.241
C (1.5433, -1.9450, -1.2565)  0.046
N (0.5465, -1.0365, -1.1070)  -0.523
H (-1.1635, 2.0591, -1.1108)  0.511
H (-1.6750, 0.5958, -2.9483)  0.189
H (-2.0284, -0.0760, -1.3289)  0.227
H (-0.5964, -1.0815, -4.2768)  0.226
H (1.2351, -2.7607, -4.5233)  0.225
H (2.6286, -3.2772, -2.5026)  0.233
H (2.1391, -2.1712, -0.3811)  0.250
C (-3.6816, -3.6509, -0.3516)  -0.623
C (-2.8689, -3.1139, 0.8146)  0.231
C (-3.7519, -2.9666, 2.0524)  -0.630
O (-2.3906, -1.7919, 0.4782)  -0.781
B (-1.1157, -1.6306, 0.9934)  0.644
O (-0.6441, -2.8377, 1.4977)  -0.794
C (-1.5480, -3.8927, 1.1039)  0.258
C (-0.9530, -4.5380, -0.1481)  -0.636
C (-1.6400, -4.9214, 2.2181)  -0.629
H (-4.5868, -3.0530, -0.4594)  0.218
H (-3.9661, -4.6885, -0.1681)  0.210
H (-3.1163, -3.5896, -1.2802)  0.216
H (-4.5552, -2.2660, 1.8243)  0.220
H (-3.1705, -2.5577, 2.8796)  0.220
H (-4.1887, -3.9210, 2.3479)  0.209
H (-0.9033, -3.8162, -0.9655)  0.209
H (-1.5339, -5.4052, -0.4648)  0.211
H (0.0640, -4.8578, 0.0817)  0.223
H (-1.9108, -4.4558, 3.1636)  0.222
H (-0.6702, -5.4055, 2.3361)  0.220
H (-2.3803, -5.6828, 1.9657)  0.209
Cl (0.3438, -0.3040, 3.6275)  0.031
C (1.5598, -1.5769, 3.3991)  -0.494
C (2.2548, -1.4287, 2.0351)  0.791
O (3.0473, -2.2841, 1.6996)  -0.610
O (1.9299, -0.3802, 1.3346)  -0.764
H (1.0581, -2.5393, 3.4172)  0.256
H (2.2926, -1.5225, 4.1984)  0.242
C (-3.2899, 2.7203, 3.5124)  -0.585
C (-2.1798, 3.3668, 2.6711)  -0.177
C (-2.7932, 4.4043, 1.7231)  -0.585
C (-1.1598, 4.0452, 3.6001)  -0.584
C (-1.4759, 2.3202, 1.9148)  0.076
C (-0.8355, 1.4540, 1.3448)  -0.570
H (-3.8309, 3.4880, 4.0709)  0.202
H (-2.8634, 2.0071, 4.2187)  0.215
H (-3.9976, 2.1881, 2.8760)  0.212
H (-3.1912, 5.2434, 2.2980)  0.205
H (-3.6097, 3.9649, 1.1477)  0.207
H (-2.0476, 4.7891, 1.0263)  0.211
H (-1.6423, 4.8224, 4.1974)  0.202
H (-0.3571, 4.4990, 3.0179)  0.213
H (-0.7168, 3.3072, 4.2694)  0.216


> What is the formula in the fourth record?

C20H30BClNO5Ti